(1)
Computed, not measured: a 7-piece molecular cluster, C47H111N6O3 overall, with ωB97M-V/def2-TZVPD.

- Net charge: +5
- E_HOMO: -17.409 eV
- ΔE to the lowest compared entry with this formula, charge and spin: 61.2 kcal per mole

Each line ends with the Mulliken charge.
Atoms and positions in Å:
C -0.6015 0.1365 0.8161  -0.15
O 0.7290 -0.3646 0.5649  -0.27
H -0.9922 -0.5864 1.5322  -0.06
H -0.6759 1.1076 1.3055  0.04
H -1.4061 -0.0704 0.1104  -0.33
C -0.0208 -0.5493 7.5371  -1.68
C 0.0911 0.1043 6.1447  1.06
C 1.2542 1.1007 6.0796  -1.01
N 1.7559 1.4583 4.6699  0.54
C 2.8347 2.5952 4.9474  -0.77
C 3.6878 2.8509 3.6814  0.31
C 4.4413 1.5221 3.3293  -1.38
C 3.3789 0.4989 2.9143  -0.32
C 2.4185 0.1582 4.0693  -0.31
C 0.6774 1.8858 3.6972  -0.64
H 0.8475 -1.1346 7.8399  0.38
H -0.8714 -1.2291 7.5862  0.42
H -0.0896 0.1184 8.3959  0.42
H -0.8263 0.6626 5.9584  0.32
H 0.2064 -0.5844 5.3077  -0.69
H 2.1757 0.6940 6.4964  0.36
H 0.9788 2.1008 6.4140  0.57
H 3.5208 2.2020 5.6976  0.46
H 2.3131 3.3945 5.4738  0.56
H 4.3580 3.6530 3.9902  0.59
H 3.1361 3.1605 2.7937  -0.71
H 5.1070 1.2102 4.1341  0.49
H 5.0808 1.7045 2.4656  0.41
H 3.9061 -0.4422 2.7581  0.73
H 2.7722 0.7379 2.0409  -0.46
H 2.9821 -0.4120 4.8078  0.73
H 1.6708 -0.4733 3.5893  -0.01
H 0.2838 2.7933 4.1551  0.43
H -0.1465 1.1732 3.6602  0.37
H 1.0394 1.9249 2.6698  -0.05
C 0.4909 1.0931 -3.6305  -1.33
C 1.9144 1.3220 -3.1861  0.37
C 2.4933 0.0571 -2.5859  0.55
N 3.8958 0.3208 -1.8898  0.52
C 4.1605 -0.9762 -1.0533  -0.12
C 5.6795 -1.1511 -0.7843  -0.88
C 6.6347 -0.9130 -1.9648  -0.79
C 6.3917 0.4701 -2.4340  -0.77
C 4.9818 0.7240 -2.9568  -0.52
C 3.7406 1.5349 -0.8665  -1.21
H -0.1074 0.4520 -2.9830  -0.21
H 0.3532 0.7673 -4.6615  0.54
H -0.0428 2.0431 -3.6548  0.53
H 1.8327 2.0991 -2.4261  -0.42
H 2.5042 1.7435 -4.0000  0.42
H 2.6320 -0.6936 -3.3638  0.81
H 1.7993 -0.2799 -1.8159  -1.15
H 3.7618 -1.8739 -1.5258  0.35
H 3.5888 -0.8130 -0.1397  0.05
H 5.8213 -2.1979 -0.5156  0.50
H 5.9577 -0.6672 0.1519  0.31
H 6.4852 -1.6663 -2.7383  0.31
H 7.6855 -0.8854 -1.6765  0.40
H 7.0367 0.8294 -3.2358  0.44
H 6.6009 1.1172 -1.5821  0.33
H 4.7344 -0.0004 -3.7327  0.40
H 4.7814 1.7681 -3.1971  0.41
H 2.8454 1.3298 -0.2793  0.28
H 3.6193 2.5165 -1.3244  0.23
H 4.5204 1.5932 -0.1071  0.55
C -3.4155 -3.3581 0.9036  -1.51
C -2.9460 -3.3682 -0.5490  -0.16
C -1.4408 -3.4720 -0.5838  0.46
N -0.9337 -3.5986 -2.0726  0.29
C -1.1989 -5.0115 -2.5848  -0.52
C -0.4226 -6.0948 -1.8204  -0.75
C 1.0484 -5.8419 -1.6543  -1.10
C 1.4400 -4.3338 -1.3086  -0.17
C 0.6183 -3.3360 -2.1087  -1.09
C -1.5287 -2.5604 -3.0679  -1.05
H -3.2265 -2.3830 1.3526  0.32
H -2.9188 -4.1020 1.5264  0.32
H -4.4506 -3.6982 0.9368  0.49
H -3.4589 -2.5279 -1.0168  0.02
H -3.3803 -4.2612 -0.9987  0.37
H -1.1554 -4.3974 -0.0836  0.48
H -0.9993 -2.5668 -0.1668  -0.77
H -2.2584 -5.2285 -2.4487  0.37
H -0.9591 -4.9953 -3.6480  0.52
H -0.8434 -6.3613 -0.8508  0.30
H -0.5629 -6.9755 -2.4471  0.51
H 1.6153 -6.5612 -1.0632  0.46
H 1.4574 -6.0269 -2.6476  0.39
H 1.4173 -4.1982 -0.2273  -0.27
H 2.4647 -4.1356 -1.6228  0.53
H 0.7792 -2.2659 -1.9776  0.86
H 0.9377 -3.4448 -3.1451  0.59
H -2.5672 -2.8813 -3.1492  0.49
H -0.9768 -2.6647 -4.0019  0.46
H -1.5578 -1.6542 -2.4628  0.14
C -3.0595 0.7624 -2.2472  -0.65
C -4.0712 1.3600 -3.2665  -0.26
C -5.1777 0.3204 -3.6889  -0.70
N -6.4130 0.8150 -4.4987  0.29
C -5.9342 1.4997 -5.8613  -0.60
C -7.1066 2.2623 -6.5254  -0.70
C -7.8791 3.1710 -5.5625  -0.52
C -8.3842 2.4458 -4.3843  -0.80
C -7.2353 1.7760 -3.6254  -0.57
C -7.2266 -0.4005 -4.9102  -0.95
H -2.8993 1.4941 -1.4554  0.48
H -2.1032 0.4894 -2.6933  -0.20
H -3.3825 -0.0993 -1.6630  0.19
H -3.5725 1.9148 -4.0613  0.31
H -4.5701 2.0523 -2.5884  0.26
H -5.6219 -0.1152 -2.7939  0.43
H -4.6597 -0.4328 -4.2825  0.37
H -5.1778 2.2167 -5.5420  0.33
H -5.4598 0.7684 -6.5157  0.38
H -6.7118 2.9029 -7.3140  0.40
H -7.6440 1.5194 -7.1147  0.37
H -7.2749 4.0284 -5.2659  0.26
H -8.8149 3.4558 -6.0434  0.31
H -8.8425 3.2006 -3.7452  0.40
H -9.1390 1.6714 -4.5208  0.38
H -6.4758 2.5172 -3.3766  0.39
H -7.6776 1.3036 -2.7483  0.32
H -8.1350 -0.0082 -5.3674  0.47
H -7.3520 -1.0291 -4.0285  0.31
H -6.6659 -1.0168 -5.6130  0.36
C 0.2212 4.4613 0.2755  -0.85
N 0.9453 5.7423 0.5013  0.13
C 0.3422 6.5059 1.6949  -0.66
C 2.4304 5.4473 0.8532  -0.84
C 0.8087 6.5795 -0.7977  -0.56
C 1.8783 6.3136 -1.9178  -0.81
O 1.9033 4.9797 -2.4022  -0.41
H -0.7935 4.8138 0.0905  0.49
H 0.2201 3.8766 1.1954  0.28
H 0.6090 3.8083 -0.5063  0.16
H 1.0694 7.2786 1.9445  0.40
H 0.2416 5.8183 2.5347  0.26
H -0.6128 6.9463 1.4084  0.36
H 2.3083 4.7132 1.6496  0.39
H 2.9696 6.3831 1.0005  0.43
H 2.9038 4.9068 0.0336  0.17
H 1.1483 7.5357 -0.3996  0.44
H -0.2590 6.6635 -1.0004  0.48
H 2.9082 6.4668 -1.5953  0.46
H 1.6202 7.0362 -2.6920  0.41
H 2.8284 4.8066 -2.5912  0.28
C 0.6403 -5.5245 5.5923  -0.87
N 0.9335 -4.2530 4.8000  0.06
C 0.9461 -3.0792 5.7827  -1.06
C 2.3801 -4.4003 4.2733  -0.69
C -0.3118 -4.1373 3.8040  -1.27
C -0.2204 -2.9140 2.9290  2.04
O 0.9511 -2.7811 2.1432  -0.24
H -0.3928 -5.4570 5.9335  0.40
H 1.2457 -5.6901 6.4835  0.37
H 0.7816 -6.2984 4.8379  0.43
H 1.6730 -3.2134 6.5839  0.50
H -0.0574 -2.9214 6.1779  0.46
H 1.3585 -2.2723 5.1770  0.20
H 2.3532 -5.1681 3.5001  0.39
H 3.0790 -4.6684 5.0656  0.34
H 2.4560 -3.5044 3.6571  0.21
H -1.2395 -4.0505 4.3696  0.35
H -0.3772 -5.0907 3.2797  0.52
H -0.4045 -1.9580 3.4192  -0.17
H -0.9838 -2.9810 2.1539  -1.04
H 0.7797 -2.0262 1.5754  -0.24


(2)
Computed, not measured: C19H19ClMnO7S6 as an isolated structure, with ωB97M-V/def2-TZVPD.

- Net charge: -1
- Expectation value of S²: 6.05
- E_HOMO (alpha / beta): -5.416 / -5.420 eV
- ΔE to the lowest compared entry with this formula, charge and spin: 4.0 kcal per mole
- Multiplicity: 5

Each line ends with the natural charge from an NBO analysis.
Atoms and positions in Å:
Mn -0.3910 -0.0782 0.4303  1.69
Cl 4.2525 -3.3024 -0.2472  -0.07
C 3.0935 -2.0334 -0.7099  -0.47
C 1.9001 -1.9164 0.2351  0.78
O 1.6415 -2.7200 1.0946  -0.60
O 1.2558 -0.8184 -0.0586  -0.81
H 2.7228 -2.2625 -1.7056  0.23
H 3.6196 -1.0829 -0.7448  0.23
O -1.4676 -1.6005 -0.1169  -0.96
S -2.7284 -0.7650 -0.3993  2.10
O -2.2418 0.5301 0.3009  -0.99
O -3.8905 -1.3030 0.2564  -0.95
S -2.9036 -0.4482 -2.2994  -0.59
O -0.3108 -0.4131 2.5499  -1.01
S -0.8692 0.2606 3.7794  1.26
C -2.4429 -0.5720 4.1277  -0.59
C -3.4957 0.0728 3.2407  -0.43
C -3.2336 1.5722 3.3437  -0.41
C -1.7217 1.7809 3.2325  -0.62
H -2.6429 -0.4053 5.1903  0.21
H -2.2652 -1.6334 3.9530  0.26
H -4.5029 -0.1903 3.5676  0.21
H -3.3809 -0.2686 2.2116  0.27
H -3.5874 1.9427 4.3107  0.19
H -3.7477 2.1316 2.5627  0.24
H -1.3453 2.6106 3.8304  0.23
H -1.3846 1.9239 2.2037  0.29
O 0.1833 1.6947 0.5037  -0.83
C 1.4265 2.3047 0.6541  0.14
C 1.1495 3.8045 0.6046  -0.18
C 1.9672 4.8614 0.8682  -0.28
C 1.3352 6.1151 0.6286  -0.26
C 0.0530 5.9712 0.1914  -0.45
S -0.3934 4.3231 0.0642  0.51
C 2.0546 1.9601 2.0058  -0.22
C 1.7919 2.6020 3.1852  -0.27
C 2.3910 1.9763 4.3098  -0.27
C 3.0983 0.8642 3.9614  -0.43
S 3.0093 0.5634 2.2875  0.52
C 2.3117 1.9678 -0.5434  -0.19
C 1.8747 1.5979 -1.7759  -0.24
C 2.9306 1.4505 -2.7192  -0.25
C 4.1510 1.7272 -2.1860  -0.44
S 4.0245 2.1444 -0.5290  0.44
H 2.9833 4.7467 1.2243  0.23
H 1.8127 7.0746 0.7812  0.21
H -0.6540 6.7513 -0.0514  0.23
H 1.2043 3.5095 3.2311  0.23
H 2.3057 2.3381 5.3263  0.21
H 3.6584 0.2009 4.6036  0.23
H 0.8320 1.4274 -2.0037  0.24
H 2.7820 1.1426 -3.7457  0.22
H 5.1174 1.6817 -2.6651  0.23